{
  "formula": "C15H18F5IO4SZr",
  "method": "ωB97M-V/def2-TZVPD",
  "largest_force_ev_per_a": 2.28,
  "total_energy_ev": -57824.92519,
  "e_above_lowest_kj_mol": 40.93,
  "homo_ev": -14.2,
  "charge": 2,
  "orbital_gap_ev": 7.0,
  "elements": ["I", "Zr", "S", "F", "F", "F", "F", "F", "O", "O", "O", "O", "C", "C", "C", "C", "C", "C", "C", "C", "C", "C", "C", "C", "C", "C", "C", "H", "H", "H", "H", "H", "H", "H", "H", "H", "H", "H", "H", "H", "H", "H", "H", "H", "H"],
  "coordinates": [[-1.848548, 2.146641, -1.483217], [-0.025758, 0.419919, 0.208409], [0.818791, 2.627586, 1.114285], [4.539921, 4.286036, -3.118391], [1.502735, 1.164637, -1.312617], [2.360926, 5.199524, 0.935013], [3.236217, 1.872677, -3.263501], [4.076360, 5.923672, -1.016110], [0.581547, -0.221208, 2.315015], [-0.846709, -1.662522, 0.436922], [1.670076, -0.909245, 0.123903], [-1.732389, 0.555686, 1.534897], [1.259818, -2.166763, -0.469619], [2.569314, 4.391407, -0.090666], [-1.489595, 0.914121, 2.919633], [3.043228, 2.708937, -2.254427], [-1.049961, 0.111192, -1.747188], [2.018141, -0.244788, 2.456716], [2.171328, 2.381594, -1.241180], [2.595379, -0.988217, 1.239559], [-0.079814, 0.474916, 3.393310], [1.899505, 3.171309, -0.142241], [-2.691591, -0.504582, 1.294449], [3.454983, 4.766637, -1.090638], [0.096467, -2.742890, 0.325330], [-1.977713, -1.849368, 1.302903], [3.698037, 3.929225, -2.176247], [-1.636489, -2.131870, 2.302829], [2.387961, 0.778466, 2.510613], [-3.115565, -0.304727, 0.310759], [0.399511, -3.072367, 1.322652], [-0.506337, 0.136776, -2.691634], [-0.345752, -3.580724, -0.215079], [-0.130833, -0.188486, 4.256201], [2.785707, -2.034778, 1.468079], [0.502523, 1.357169, 3.659228], [-1.570920, 1.997351, 2.978679], [2.290258, -0.764717, 3.376351], [-2.633741, -2.629200, 0.914756], [-2.262895, 0.478666, 3.547211], [-3.495017, -0.479064, 2.027254], [-1.920097, -0.530726, -1.866414], [3.531361, -0.526023, 0.931821], [0.938753, -1.925018, -1.482562], [2.096012, -2.861337, -0.520190]],
  "forces_ev_per_angstrom": [[0.299, -0.550, -0.096], [-0.446, 2.045, -0.912], [0.004, -0.321, 0.422], [0.077, 0.048, -0.081], [0.124, 0.139, -0.278], [0.038, 0.090, 0.020], [0.050, 0.043, -0.050], [0.036, 0.071, 0.012], [0.081, -0.065, 0.235], [-0.145, -0.507, 0.183], [0.384, -0.567, 0.119], [-0.197, -0.264, 0.559], [-0.331, -0.480, -0.037], [-0.122, -0.157, 0.026], [0.266, 0.170, 0.417], [-0.103, -0.152, -0.016], [-0.048, 0.283, -0.324], [0.259, -0.173, -0.005], [-0.029, 0.328, 0.130], [0.116, 0.044, 0.442], [-0.158, 0.047, 0.040], [0.158, 0.088, -0.486], [-0.181, -0.586, -0.184], [0.010, -0.042, -0.055], [0.279, 0.056, -0.067], [-0.120, 0.266, 0.152], [-0.124, -0.029, 0.176], [0.074, 0.014, -0.022], [-0.109, 0.049, -0.055], [0.009, 0.085, 0.010], [-0.039, 0.049, 0.028], [-0.009, 0.061, -0.003], [-0.044, -0.001, 0.016], [-0.018, -0.049, -0.034], [-0.128, -0.048, -0.075], [0.063, -0.018, -0.033], [-0.056, -0.001, -0.104], [-0.064, -0.057, -0.009], [0.010, -0.010, -0.038], [-0.064, -0.073, -0.107], [0.044, 0.141, 0.066], [0.006, -0.038, 0.061], [-0.003, -0.017, -0.049], [0.080, 0.019, -0.019], [0.071, 0.070, 0.028]],
  "mulliken_charge": [0.196, 0.691, -0.493, -0.251, 0.026, -0.284, -0.263, -0.240, -0.170, -0.060, -0.290, -0.360, -0.657, 0.189, -0.479, -0.354, -0.935, -0.534, -0.277, -0.583, -0.733, 0.842, -0.686, 0.123, -0.518, -0.511, 0.753, 0.318, 0.420, 0.259, 0.382, 0.576, 0.487, 0.495, 0.508, 0.437, 0.340, 0.466, 0.505, 0.456, 0.536, 0.512, 0.316, 0.314, 0.532]
}